DFT (ωB97M-V with the def2-TZVPD basis set) results for C13H29N3Si2 as an isolated structure in a non-equilibrium geometry.

Element x y z (Å)
Si  -2.55097  0.34761  0.91299
Si  -4.74189  -1.12591  -0.48991
N  -4.14326  -0.24007  0.83984
N  5.00717  1.30712  -0.82834
N  6.13888  1.63818  -1.43550
C  5.22254  0.28503  -0.01720
C  7.62184  0.06558  -0.40131
C  -6.54449  -1.57027  -0.13815
C  7.34765  1.12805  -1.29595
C  -2.15191  1.58092  -0.46018
C  -1.25245  -1.02614  0.87333
C  -2.33261  1.26260  2.55226
C  2.04858  1.49537  0.92332
C  3.95357  -0.23548  0.72071
C  6.44549  -0.39913  0.27120
C  -3.82143  -2.74908  -0.77336
C  2.62069  0.27432  0.09948
C  -4.72224  -0.14363  -2.10121
H  -5.31569  -0.65574  -2.86737
H  -3.71452  -3.30239  0.16201
H  2.65400  0.46034  -0.98801
H  1.48809  1.09923  1.79289
H  -1.50595  -1.81914  1.57946
H  -3.03043  2.09948  2.62160
H  8.17375  1.54202  -1.89353
H  8.62416  -0.34639  -0.25241
H  -7.14453  -0.66776  -0.00418
H  1.40893  2.10313  0.25633
H  -1.31309  1.65924  2.64097
H  -0.26742  -0.62809  1.15251
H  4.01546  0.00373  1.80526
H  -6.96645  -2.14121  -0.97294
H  6.46244  -1.22581  0.99058
H  3.97672  -1.34680  0.62605
H  -2.51102  0.59111  3.39486
H  1.87967  -0.54497  0.24602
H  -1.15681  -1.46239  -0.12329
H  -3.70953  -0.03435  -2.49528
H  -2.82824  -2.58202  -1.19605
H  6.03806  2.40343  -2.10594
H  -4.37282  -3.38220  -1.47800
H  2.92371  2.09066  1.26245
H  -6.62162  -2.17931  0.76507
H  -2.03948  1.08653  -1.42730
H  -2.93597  2.33570  -0.54273
H  -5.14916  0.85058  -1.95467
H  -1.20742  2.09831  -0.24638

Properties
Multiplicity = 1
ΔE to the lowest compared entry with this formula, charge and spin = 0.9516 eV
E_tot = -1255.8919 a.u.

So, what does the natural (NBO) scheme give us? The charges, in e, come out as:
1. Si 1.811
2. Si 1.809
3. N -1.652
4. N -0.149
5. N -0.241
6. C 0.224
7. C -0.188
8. C -1.114
9. C 0.054
10. C -1.131
11. C -1.128
12. C -1.115
13. C -0.608
14. C -0.446
15. C -0.137
16. C -1.131
17. C -0.418
18. C -1.131
19. H 0.212
20. H 0.228
21. H 0.218
22. H 0.231
23. H 0.234
24. H 0.230
25. H 0.251
26. H 0.265
27. H 0.226
28. H 0.235
29. H 0.191
30. H 0.183
31. H 0.246
32. H 0.204
33. H 0.262
34. H 0.233
35. H 0.227
36. H 0.240
37. H 0.219
38. H 0.213
39. H 0.212
40. H 0.434
41. H 0.212
42. H 0.183
43. H 0.225
44. H 0.218
45. H 0.235
46. H 0.229
47. H 0.195